Record 1
Computed, not measured: a single C3H6O2 molecule, with ωB97M-V/def2-TZVPD.

Geometry as XYZ:
```
11
Properties=species:S:1:pos:R:3:forces:R:3:lowdin_charge:R:1
C -0.960202 0.358306 -0.264962 -0.1 0.3 -0.1 -0.173
C 0.222463 0.977208 0.473888 -0.2 0.2 0.1 -0.170
O 1.249765 0.014548 0.290627 0.1 0.0 0.0 -0.097
C 0.645926 -1.185561 -0.149876 0.2 -0.3 -0.1 -0.232
O -0.742120 -1.024992 -0.058018 0.0 -0.1 0.0 -0.092
H -0.931401 0.605878 -1.338529 0.0 -0.1 0.2 0.127
H -1.938360 0.616696 0.143363 0.1 0.0 0.0 0.127
H 0.547394 1.937176 0.058864 -0.1 -0.2 0.0 0.124
H 0.009172 1.100274 1.544391 0.0 0.0 -0.2 0.122
H 0.959759 -1.375946 -1.191197 -0.1 0.0 0.2 0.132
H 0.937605 -2.023588 0.491450 0.0 0.1 -0.1 0.133
```
Positions in Å, forces in eV/Å.

Output
Energy relative to the best compared isomer or geometry (same formula, charge and spin) in eV: 1.387
Frontier orbital gap in eV: 10.9
Calculated total energy in eV: -7302.2915
SMILES string: C1COCO1
HOMO level in eV: -9.85
Max |F| in eV/Å: 0.41



Record 2
Computed, not measured: 3 unconnected molecules or ions with the total composition C37H32BN3O9 at a distorted geometry, with ωB97M-V/def2-TZVPD.

Geometry as XYZ:
```
82
Properties=species:S:1:pos:R:3:forces:R:3:lowdin_charge:R:1
C -1.758793 3.064559 -1.205435 -0.1 0.3 1.8 -0.047
C -0.360489 2.494728 -0.486611 1.3 0.5 -0.1 -0.210
C -0.587823 1.139962 0.467619 -0.9 0.8 -0.6 -0.051
N 0.846382 3.128626 -0.648692 -3.8 -3.8 -1.5 0.071
C 1.733424 2.436220 -1.659404 1.8 2.3 0.5 -0.327
B 1.585358 3.335266 -3.068089 -1.0 0.6 -1.0 -0.375
O 0.770060 4.585341 -3.033254 0.2 -3.0 -1.6 0.029
N 2.331181 2.865985 -4.332888 -1.1 1.9 -0.2 -0.157
C 1.325027 2.240607 -5.302352 -0.9 -0.7 0.8 -0.093
C 3.073691 4.029722 -4.976396 0.5 0.9 -0.6 -0.122
C 3.343502 2.727617 -1.313738 1.9 -1.8 -0.7 0.003
C 4.003463 1.202632 -1.479629 -1.1 -0.6 0.9 -0.106
O 4.112028 0.683845 -2.882646 -0.9 2.1 1.0 -0.116
N 4.532739 -0.593167 -2.878678 -2.2 -3.5 -1.8 -0.030
O 3.814757 -1.294733 -3.604689 2.8 2.7 2.2 0.037
C 2.644332 0.389987 -0.942454 0.0 -2.5 3.2 -0.145
O 2.511485 -0.491647 0.051988 0.6 6.3 -6.9 -0.001
O 1.627587 0.979056 -1.863647 1.5 -0.6 3.5 -0.023
H -2.317555 3.676007 -0.346561 1.1 -1.1 -1.9 0.090
H -2.503510 2.175474 -1.472797 1.9 1.8 0.5 0.097
H -1.543892 3.778761 -2.108105 -0.2 -1.5 1.9 0.072
H -0.457172 0.159445 -0.165823 0.0 1.9 1.3 0.091
H -1.720146 1.178252 0.821439 2.4 -0.1 -0.7 0.079
H 0.095398 1.196521 1.419948 -1.2 -0.2 -2.2 0.093
H 0.155455 4.596871 -3.848133 1.9 0.2 1.6 0.126
H 0.398366 1.918110 -4.623317 1.8 0.3 -1.6 0.106
H 0.892801 3.004047 -6.084780 1.0 -1.4 1.3 0.096
H 1.753475 1.264351 -5.814612 -0.9 2.2 1.0 0.111
H 2.345795 4.686906 -5.648742 1.5 -1.3 1.3 0.095
H 3.990402 3.685945 -5.652463 -2.1 0.5 1.4 0.106
H 3.531761 4.764534 -4.170218 -1.0 -1.6 -1.5 0.098
H 3.629663 3.006272 -0.213960 -1.0 -0.3 -2.1 0.146
H 3.909818 3.427493 -2.077336 -1.4 -1.2 1.6 0.134
H 5.023246 0.980426 -0.949789 -2.2 0.5 -0.7 0.172
C -6.592831 4.008523 4.110050 0.2 -0.1 0.3 -0.056
C -5.831173 3.785181 2.963314 0.3 -0.1 0.1 -0.057
C -4.495037 3.397767 3.076980 -0.3 0.1 0.0 0.005
C -3.914682 3.244815 4.341996 -0.5 0.2 -0.3 -0.084
C -4.669321 3.491985 5.488102 -0.5 0.1 -0.4 -0.084
C -6.015128 3.863562 5.372164 -0.1 0.0 -0.3 0.008
C -4.053833 3.381983 6.826439 -0.8 0.3 1.2 -0.278
O -4.716998 3.595480 7.833840 0.4 -0.1 -0.6 0.099
C -2.626379 3.019812 6.932695 0.6 -0.1 0.4 -0.085
C -2.015319 2.968464 8.192383 0.3 -0.1 0.0 0.008
C -0.669098 2.613784 8.302871 -0.4 0.1 -0.2 -0.056
C 0.066344 2.301083 7.159972 -0.3 0.0 -0.3 -0.057
C -0.538341 2.356858 5.903353 0.1 0.0 0.3 0.007
C -1.885041 2.726553 5.789094 0.5 -0.1 0.3 -0.085
C -2.505800 2.817357 4.452768 0.8 -0.3 -1.2 -0.273
O -1.858893 2.547193 3.447424 -0.4 0.1 0.5 0.082
H -7.636700 4.301514 4.021633 0.2 -0.1 0.0 0.108
H -6.277959 3.910517 1.979518 0.1 0.0 0.2 0.108
H -3.908001 3.220089 2.177416 0.0 0.0 0.3 0.111
H -6.614278 4.044942 6.262759 0.3 -0.1 -0.1 0.122
H -2.583267 3.208041 9.089958 0.0 0.0 -0.3 0.122
H -0.195228 2.579627 9.281520 -0.1 0.0 -0.2 0.108
H 1.113085 2.017734 7.246361 -0.2 0.1 0.0 0.108
H 0.043444 2.116132 5.015118 -0.3 0.1 0.1 0.120
C 0.603324 -9.447168 -4.351537 0.0 0.2 0.3 -0.062
C 0.774642 -8.496682 -5.357635 0.1 0.3 0.2 -0.061
C 1.015548 -7.162812 -5.024430 -0.1 -0.3 -0.1 0.004
C 1.073337 -6.775492 -3.680140 -0.1 -0.5 -0.4 -0.086
C 0.877605 -7.721375 -2.674593 -0.1 -0.5 -0.5 -0.085
C 0.653525 -9.062801 -3.010854 0.0 -0.1 -0.3 0.004
C 0.887077 -7.315339 -1.254339 -0.2 -0.9 1.1 -0.281
O 0.718756 -8.146229 -0.370306 0.1 0.4 -0.5 0.092
C 1.093428 -5.893120 -0.915528 0.0 0.4 0.4 -0.090
C 1.047110 -5.484997 0.423925 0.0 0.3 0.1 0.003
C 1.254491 -4.144005 0.754159 -0.1 -0.5 -0.3 -0.048
C 1.517311 -3.210909 -0.248404 -0.1 -0.2 -0.2 -0.047
C 1.558474 -3.613693 -1.584036 0.0 0.0 0.3 0.020
C 1.336316 -4.956072 -1.918698 0.1 0.5 0.4 -0.084
C 1.346432 -5.365674 -3.336964 0.3 1.1 -1.0 -0.277
O 1.572748 -4.545393 -4.219071 -0.2 -0.6 0.5 0.097
H 0.424728 -10.488355 -4.611067 0.0 0.2 0.1 0.106
H 0.722871 -8.794065 -6.402654 0.0 0.1 0.2 0.106
H 1.153506 -6.427218 -5.815168 0.0 -0.1 0.3 0.121
H 0.513399 -9.809263 -2.230985 0.0 0.3 -0.1 0.120
H 0.845654 -6.207739 1.213016 0.1 0.0 -0.3 0.119
H 1.212896 -3.828358 1.794404 0.0 -0.1 -0.2 0.108
H 1.686071 -2.167549 0.009158 -0.2 -0.6 -0.1 0.061
H 1.759368 -2.878705 -2.361737 -0.1 -0.3 0.0 0.111
```
Positions in Å, forces in eV/Å.

Output
Frontier orbital gap in eV: 6.8
Calculated total energy in eV: -62453.2446
SMILES string: CC(C)=N[C@@]1(B(O)N(C)C)C[C@H](ON=O)C(=O)O1.O=C1c2ccccc2C(=O)c2ccccc21.O=C1c2ccccc2C(=O)c2ccccc21
HOMO level in eV: -7.96
Max |F| in eV/Å: 9.35



Record 3
Computed, not measured: a single C27H36FN3O3 molecule, with ωB97M-V/def2-TZVPD.

Geometry as XYZ:
```
70
Properties=species:S:1:pos:R:3:forces:R:3:lowdin_charge:R:1
C -3.247560 -0.755147 -3.364437 0.1 0.1 0.2 -0.098
H -2.356352 -1.036821 -3.918273 0.0 -0.1 -0.1 0.064
C -2.871881 -0.314514 -1.956274 -0.4 0.0 -0.1 -0.240
H -2.386161 -1.137641 -1.430552 0.0 0.1 0.1 0.088
C -4.098845 0.110134 -1.150899 0.4 -0.1 -0.1 -0.208
N -3.734572 0.470589 0.211670 -0.1 0.1 0.0 -0.196
C -3.257710 1.838341 0.327703 0.2 0.0 0.2 -0.174
H -2.759876 2.106029 -0.605522 0.0 0.1 0.0 0.120
C -2.238816 1.945298 1.464068 -0.1 0.2 -0.1 -0.144
N -1.196302 0.965453 1.268229 -0.4 -0.1 -0.1 0.098
C 0.106135 1.263569 1.339188 0.1 -0.5 0.0 -0.434
O 0.532898 2.362223 1.634817 0.2 0.4 0.1 0.068
C 1.062616 0.077715 1.086349 0.2 0.5 0.0 -0.096
C 0.529651 -0.957603 0.149665 0.0 -0.2 -0.1 -0.146
C -0.096993 -2.116342 0.584898 0.0 0.0 0.0 -0.022
C -0.524977 -3.066071 -0.328308 0.0 -0.1 0.0 -0.069
C -0.332869 -2.865167 -1.685836 0.0 0.0 0.0 -0.077
C 0.273357 -1.704145 -2.130037 0.1 0.1 0.0 -0.016
C 0.704405 -0.749991 -1.218192 -0.3 -0.3 0.1 -0.088
C 1.322503 0.509966 -1.715617 -0.1 0.1 0.0 -0.406
O 1.118242 0.924889 -2.845741 -0.1 -0.1 -0.3 0.067
N 2.105138 1.161944 -0.823786 0.0 0.1 0.1 0.011
C 2.714672 2.417692 -1.195310 0.4 0.2 -0.2 -0.094
C 4.242974 2.328485 -1.316211 -0.3 0.1 -0.2 -0.184
O 4.922926 2.129392 -0.099044 0.0 -0.1 0.1 -0.196
C 5.011034 3.269659 0.720115 0.0 0.0 0.0 -0.102
H 4.034265 3.588535 1.100557 0.0 0.0 0.0 0.084
H 5.645050 2.990030 1.559372 0.0 0.1 0.0 0.091
H 5.469259 4.108104 0.181317 0.0 0.0 0.0 0.090
H 4.506589 1.466833 -1.934548 -0.1 0.1 -0.1 0.129
H 4.607740 3.243246 -1.806613 0.0 -0.1 0.0 0.125
H 2.302223 2.690590 -2.169453 0.1 0.0 0.2 0.127
H 2.431068 3.177147 -0.459646 0.0 0.0 -0.1 0.127
C 2.368045 0.646987 0.502901 -0.1 -0.2 0.5 -0.194
C 3.475026 -0.382054 0.550515 0.0 0.0 0.0 -0.167
C 3.837436 -1.137996 -0.554828 0.0 0.1 0.2 -0.008
C 4.837239 -2.090182 -0.462869 0.2 -0.2 0.1 0.011
C 5.469414 -2.277871 0.750558 -0.1 0.1 -0.1 -0.275
C 5.132168 -1.537534 1.868794 0.1 -0.2 0.0 0.001
C 4.133076 -0.590371 1.757444 -0.1 -0.1 -0.2 -0.021
H 3.865431 0.003610 2.618977 0.0 0.1 0.1 0.124
H 5.651821 -1.702638 2.799376 0.1 0.0 0.1 0.117
F 6.444204 -3.207997 0.848428 0.0 0.1 0.0 0.052
H 5.128493 -2.679948 -1.317598 0.1 -0.1 -0.1 0.119
H 3.347708 -0.985433 -1.504204 0.0 0.0 -0.1 0.117
H 2.655835 1.498809 1.127956 -0.1 -0.1 -0.2 0.144
H 0.423456 -1.515100 -3.182163 0.0 0.0 -0.1 0.123
H -0.661014 -3.610026 -2.394859 0.0 -0.1 -0.1 0.108
H -1.004288 -3.968043 0.022411 0.0 -0.1 0.0 0.106
H -0.236217 -2.283040 1.643997 0.0 0.0 0.1 0.119
H 1.269476 -0.365380 2.066681 0.0 0.0 -0.1 0.164
H -1.518527 0.070910 0.924088 0.1 0.0 0.0 0.118
H -2.721810 1.769052 2.431849 0.0 0.1 0.0 0.116
H -1.775563 2.933806 1.482022 -0.1 -0.1 0.1 0.122
H -4.075094 2.557854 0.498106 0.0 0.0 -0.1 0.127
C -4.751914 0.120344 1.191144 0.2 -0.4 0.0 -0.217
C -4.595544 -1.333078 1.642031 -0.3 0.2 0.1 -0.244
C -5.635079 -1.708993 2.689864 0.2 0.0 -0.2 -0.113
H -5.509852 -2.743861 2.998641 -0.1 -0.1 0.1 0.068
H -5.539719 -1.074574 3.568515 0.0 0.0 0.1 0.071
H -6.640057 -1.589565 2.290729 -0.1 0.0 0.0 0.071
H -3.591774 -1.463891 2.050716 0.1 0.0 -0.1 0.103
H -4.688011 -1.995758 0.780094 0.1 0.0 -0.1 0.102
H -4.639644 0.767043 2.063731 -0.1 0.0 0.0 0.113
H -5.767742 0.279093 0.794558 0.0 0.1 0.0 0.128
H -4.789927 -0.734129 -1.109342 -0.1 0.0 0.0 0.116
H -4.618076 0.937477 -1.661617 -0.1 0.0 0.0 0.128
H -2.155295 0.506043 -2.017642 0.1 0.0 0.1 0.104
H -3.921453 -1.608979 -3.333695 -0.1 -0.1 -0.1 0.073
H -3.742065 0.052983 -3.898963 -0.1 0.1 -0.1 0.073
```
Positions in Å, forces in eV/Å.

Output
Energy relative to the best compared isomer or geometry (same formula, charge and spin) in eV: 0.090
Frontier orbital gap in eV: 9.3
Calculated total energy in eV: -41914.9944
SMILES string: CCCN(CCC)CCNC(=O)[C@H]1c2ccccc2C(=O)N(CCOC)[C@@H]1c1ccc(F)cc1
HOMO level in eV: -8.74
Max |F| in eV/Å: 0.56



Record 4
Computed, not measured: 4 unconnected molecules or ions with the total composition C2H12N2O3 at a distorted geometry, with ωB97M-V/def2-TZVPD.

Geometry as XYZ:
```
19
Properties=species:S:1:pos:R:3:forces:R:3:lowdin_charge:R:1
C 0.428347 1.745078 0.609415 -1.1 -1.3 -2.6 0.010
N 1.086894 0.541766 1.158061 2.4 -2.1 1.3 0.057
C 1.150768 -0.806396 1.097658 -0.1 2.9 0.0 -0.141
N 0.944451 -1.593911 0.065418 -1.3 -0.3 0.3 0.282
H 0.602621 1.947544 -0.505173 0.2 -0.4 1.7 0.116
H -0.636086 1.465147 0.615403 0.1 0.9 0.2 0.082
H 0.717320 2.572838 1.222105 -0.1 0.3 0.3 0.101
H 1.746686 0.776365 1.900378 -0.7 0.4 0.3 0.159
H 1.476072 -1.302175 2.031891 0.3 0.2 -0.4 0.187
H 0.259646 -2.304930 0.375099 0.1 -0.4 -0.6 0.129
H -2.534057 0.703467 -1.906178 0.0 0.0 -0.1 0.060
H -0.992141 0.662264 -1.733245 -0.1 0.0 -0.5 -0.007
O -1.819769 0.894250 -1.292419 0.1 0.0 0.5 -0.060
H -1.369939 -0.477425 1.124481 -0.7 0.3 -0.1 -0.015
H -2.809974 -1.058511 1.190559 0.2 0.1 -0.1 0.069
O -1.875320 -1.292493 1.125137 0.5 -0.5 0.1 -0.043
H 0.883528 -0.377983 -1.490813 -0.4 -0.6 -0.8 -0.007
H 1.615782 0.764346 -1.947635 -0.2 0.2 -1.1 0.064
O 0.869577 0.217918 -2.264347 0.8 0.2 1.5 -0.046
```
Positions in Å, forces in eV/Å.

Output
Energy relative to the best compared isomer or geometry (same formula, charge and spin) in eV: 2.423
Frontier orbital gap (spin up / spin down) in eV: 9.8 / 6.6
Calculated total energy in eV: -11381.3577
HOMO level (spin up / spin down) in eV: -14.78 / -14.77
Net charge: +1
Max |F| in eV/Å: 3.45
Spin multiplicity: 2